[1]
Computed, not measured: a cluster of 8 separate species, C53H51F9I2O3S in total, with wB97M-V/def2-TZVPD.

CARTESIAN COORDINATES (ANGSTROEM)
C: 6.010 -4.213 -1.621
C: 6.340 -3.472 -2.919
I: 6.643 -4.974 -4.474
C: 5.200 -2.543 -3.370
I: 5.673 -1.770 -5.364
C: 5.007 -1.335 -2.514
C: 4.095 -0.369 -2.653
C: 2.972 -0.220 -3.625
C: 1.625 -0.088 -2.885
C: 0.606 -1.156 -3.290
F: -0.633 -0.690 -3.044
F: 0.702 -1.395 -4.611
C: 0.820 -2.431 -2.446
F: 2.130 -2.683 -2.292
F: 0.311 -2.166 -1.229
S: -0.001 -4.008 -3.133
F: -1.074 -3.133 -3.880
F: -0.984 -4.140 -1.904
F: 1.042 -4.915 -2.363
F: 0.968 -3.934 -4.367
F: -0.644 -5.292 -3.758
C: 4.323 0.668 -1.614
O: 3.595 1.594 -1.297
O: 5.529 0.383 -1.016
C: 5.800 -0.956 -1.310
O: 6.540 -1.582 -0.606
H: 6.587 -3.785 -0.821
H: 4.955 -4.176 -1.386
H: 6.300 -5.246 -1.709
H: 7.263 -2.917 -2.884
H: 4.300 -3.125 -3.493
H: 3.199 0.664 -4.204
H: 3.011 -1.083 -4.268
H: 1.179 0.865 -3.115
H: 1.759 -0.118 -1.814
C: -4.161 -0.226 -4.542
C: -3.111 0.677 -4.449
C: -3.259 1.966 -4.942
C: -4.461 2.353 -5.520
C: -5.512 1.450 -5.608
C: -5.361 0.159 -5.122
H: -4.045 -1.233 -4.160
H: -2.183 0.373 -3.994
H: -2.440 2.670 -4.875
H: -4.579 3.359 -5.901
H: -6.449 1.754 -6.057
H: -6.179 -0.547 -5.193
C: 9.630 2.793 -4.150
C: 8.837 1.654 -4.171
C: 7.993 1.378 -3.105
C: 7.935 2.242 -2.019
C: 8.727 3.381 -2.000
C: 9.576 3.655 -3.063
H: 10.290 3.008 -4.979
H: 8.876 0.982 -5.019
H: 7.379 0.486 -3.124
H: 7.276 2.028 -1.192
H: 8.682 4.056 -1.156
H: 10.197 4.541 -3.046
C: -5.117 -4.999 -3.404
C: -6.438 -5.378 -3.212
C: -7.218 -4.724 -2.267
C: -6.679 -3.687 -1.518
C: -5.357 -3.311 -1.709
C: -4.576 -3.970 -2.646
H: -4.509 -5.506 -4.142
H: -6.862 -6.181 -3.800
H: -8.248 -5.022 -2.116
H: -7.288 -3.172 -0.786
H: -4.933 -2.501 -1.129
H: -3.545 -3.674 -2.792
C: 8.708 -0.043 1.205
C: 9.311 -1.291 1.274
C: 10.413 -1.485 2.095
C: 10.909 -0.434 2.853
C: 10.305 0.814 2.787
C: 9.207 1.009 1.960
H: 7.853 0.107 0.567
H: 8.919 -2.111 0.687
H: 10.886 -2.458 2.145
H: 11.766 -0.587 3.496
H: 10.690 1.634 3.379
H: 8.738 1.984 1.905
C: -4.548 1.439 1.374
C: -4.389 1.014 0.063
C: -5.451 0.425 -0.609
C: -6.674 0.268 0.028
C: -6.834 0.695 1.338
C: -5.770 1.279 2.012
H: -3.720 1.897 1.900
H: -3.437 1.141 -0.437
H: -5.326 0.090 -1.632
H: -7.503 -0.188 -0.499
H: -7.788 0.573 1.835
H: -5.894 1.608 3.036
C: -7.486 3.783 6.618
C: -7.326 3.355 5.308
C: -8.387 2.764 4.637
C: -9.610 2.608 5.274
C: -9.770 3.038 6.583
C: -8.707 3.623 7.257
H: -6.658 4.243 7.141
H: -6.373 3.484 4.809
H: -8.261 2.426 3.616
H: -10.438 2.150 4.749
H: -10.724 2.917 7.080
H: -8.830 3.954 8.280
C: -4.566 3.929 9.572
C: -4.264 2.884 8.710
C: -3.183 2.055 8.976
C: -2.408 2.268 10.107
C: -2.711 3.311 10.970
C: -3.788 4.144 10.701
H: -5.408 4.577 9.365
H: -4.872 2.715 7.831
H: -2.945 1.243 8.301
H: -1.567 1.620 10.316
H: -2.107 3.476 11.853
H: -4.023 4.960 11.373

Values from the calculation:
electronic energy = -4168.21343 a.u.
gap between HOMO and LUMO = 7.54 eV
relative energy (zero: lowest compared OMol25 entry of this formula, charge and spin) = 12.5 kcal/mol
lowest unoccupied orbital energy = -0.0595 Eh
molecular weight = 1192.85 Da



[2]
Computed, not measured: a structure of composition C21H44ClKN6O3P2S, with wB97M-V/def2-TZVPD.

CARTESIAN COORDINATES (ANGSTROEM)
K: 0.169 0.424 0.294
C: -2.340 -2.178 -1.655
C: -2.963 -2.093 -0.268
N: -2.239 -1.252 0.660
C: -1.975 -1.782 1.993
C: -0.936 -2.907 2.058
S: 0.647 -2.568 1.238
C: 0.659 -3.727 -0.141
C: -0.566 -3.770 -1.041
N: -0.918 -2.491 -1.641
H: -2.456 -1.215 -2.163
H: -2.943 -2.904 -2.227
H: -3.041 -3.095 0.162
H: -4.004 -1.770 -0.402
H: -2.645 -0.329 0.732
H: -2.889 -2.155 2.480
H: -1.628 -0.953 2.612
H: -1.339 -3.844 1.667
H: -0.730 -3.085 3.115
H: 0.854 -4.741 0.219
H: 1.538 -3.437 -0.724
H: -1.412 -4.133 -0.458
H: -0.403 -4.547 -1.800
H: -0.548 -2.431 -2.578
C: -2.128 4.017 -3.074
N: -0.701 3.749 -3.200
C: -0.128 4.112 -4.482
P: 0.086 3.109 -1.927
O: -0.655 2.078 -1.173
O: 1.431 2.545 -2.637
P: 2.304 1.187 -2.482
O: 1.987 0.424 -1.257
N: 1.957 0.341 -3.849
C: 2.532 0.754 -5.120
C: 0.582 -0.135 -3.967
N: 3.833 1.732 -2.553
C: 4.276 2.921 -3.256
C: 4.879 1.036 -1.808
N: 0.583 4.316 -0.934
C: 1.152 3.930 0.364
C: 1.250 5.462 -1.535
H: -2.329 5.082 -3.214
H: -2.492 3.720 -2.093
H: -2.682 3.450 -3.826
H: -0.335 5.164 -4.705
H: -0.556 3.504 -5.285
H: 0.949 3.972 -4.485
H: 3.591 0.975 -5.007
H: 2.027 1.635 -5.539
H: 2.440 -0.063 -5.836
H: 0.197 -0.419 -2.988
H: 0.561 -1.012 -4.616
H: -0.069 0.638 -4.394
H: 3.453 3.400 -3.782
H: 5.047 2.671 -3.990
H: 4.695 3.643 -2.549
H: 4.458 0.205 -1.249
H: 5.344 1.726 -1.101
H: 5.643 0.657 -2.492
H: 0.519 3.211 0.882
H: 1.215 4.821 0.988
H: 2.162 3.516 0.253
H: 0.732 5.779 -2.439
H: 2.298 5.247 -1.783
H: 1.234 6.297 -0.834
Cl: -2.315 1.519 4.261
C: -0.996 0.393 4.562
C: -1.248 -0.663 5.417
C: -0.289 -1.640 5.652
C: 0.939 -1.498 4.996
C: 1.184 -0.441 4.149
C: 0.229 0.588 3.872
C: 0.478 1.618 2.946
H: -2.222 -0.708 5.890
H: -0.488 -2.461 6.326
H: 1.723 -2.233 5.144
H: 2.149 -0.375 3.657
H: 1.522 1.790 2.687
H: -0.168 2.488 2.945

Values from the calculation:
electronic energy = -3522.01471 a.u.
gap between HOMO and LUMO = 4.70 eV
relative energy (zero: lowest compared OMol25 entry of this formula, charge and spin) = 15.6 kcal/mol
lowest unoccupied orbital energy = 0.0002 Eh
molecular weight = 597.19 Da



[3]
Computed, not measured: a structure of composition C43H54N5O4P2RuS4, with wB97M-V/def2-TZVPD.

CARTESIAN COORDINATES (ANGSTROEM)
Ru: -0.797 -0.014 0.044
C: -2.183 3.201 0.826
P: -0.826 2.383 -0.027
C: -1.077 2.849 -1.759
N: -1.356 4.108 -2.013
C: -1.485 4.453 -3.313
C: -1.794 5.794 -3.650
C: -1.883 6.141 -4.962
C: -1.672 5.183 -5.992
C: -1.382 3.886 -5.699
C: -1.288 3.491 -4.342
N: -1.028 2.197 -4.043
C: -0.955 1.879 -2.771
P: -0.647 0.126 -2.334
C: 1.011 -0.144 -2.997
C: -1.775 -0.962 -3.338
C: -1.567 -0.755 -4.843
C: -3.220 -0.629 -2.965
C: -1.415 -2.418 -2.999
C: 0.731 3.205 0.582
C: 0.879 4.609 -0.006
C: 0.667 3.285 2.109
C: 1.906 2.325 0.165
H: -2.075 4.268 0.629
H: -2.129 3.015 1.898
H: -3.137 2.854 0.432
H: -1.949 6.510 -2.855
H: -2.113 7.163 -5.232
H: -1.750 5.496 -7.025
H: -1.225 3.145 -6.472
H: 0.951 0.121 -4.054
H: 1.314 -1.182 -2.890
H: 1.740 0.495 -2.504
H: -1.724 0.271 -5.159
H: -2.305 -1.386 -5.345
H: -0.582 -1.085 -5.175
H: -3.498 0.370 -3.310
H: -3.402 -0.681 -1.895
H: -3.886 -1.345 -3.449
H: -0.504 -2.724 -3.516
H: -2.221 -3.068 -3.344
H: -1.280 -2.593 -1.936
H: 0.015 5.244 0.181
H: 1.066 4.593 -1.078
H: 1.742 5.071 0.481
H: -0.038 4.045 2.446
H: 1.654 3.567 2.483
H: 0.402 2.332 2.564
H: 1.955 2.191 -0.920
H: 1.834 1.346 0.648
H: 2.844 2.783 0.486
O: 0.904 -1.547 -0.030
S: 1.935 -2.616 -0.401
C: 2.519 -3.255 1.207
C: 2.313 -2.239 2.330
C: 0.997 -2.452 3.075
C: 0.795 -1.413 4.177
S: -0.199 0.021 3.635
O: -0.298 -0.115 2.118
C: -1.776 -0.452 4.294
C: -2.152 0.158 5.484
C: -3.323 -0.258 6.108
C: -4.106 -1.247 5.526
C: -3.729 -1.825 4.317
C: -2.552 -1.437 3.695
C: 3.452 -1.864 -0.938
C: 3.754 -0.552 -0.626
C: 4.974 -0.029 -1.032
C: 5.869 -0.823 -1.739
C: 5.549 -2.141 -2.043
C: 4.332 -2.673 -1.647
H: 3.568 -3.493 1.041
H: 1.982 -4.187 1.388
H: 2.354 -1.226 1.922
H: 3.141 -2.327 3.036
H: 1.003 -3.442 3.536
H: 0.158 -2.429 2.377
H: 1.744 -1.002 4.525
H: 0.257 -1.804 5.039
H: -1.528 0.921 5.936
H: -3.608 0.177 7.057
H: -5.003 -1.588 6.027
H: -4.337 -2.603 3.873
H: -2.234 -1.901 2.770
H: 3.042 0.039 -0.073
H: 5.232 0.995 -0.794
H: 6.819 -0.415 -2.056
H: 6.246 -2.755 -2.597
H: 4.076 -3.697 -1.895
N: -7.244 1.031 5.703
C: -6.666 0.830 4.535
C: -7.345 0.065 3.528
C: -6.759 -0.105 2.310
C: -5.495 0.470 2.060
C: -4.797 1.194 3.052
C: -5.363 1.380 4.272
S: -4.849 0.378 0.396
O: -5.684 -0.580 -0.265
O: -4.814 1.741 -0.038
N: -3.358 -0.136 0.562
C: -3.144 -1.484 0.513
S: -4.216 -2.829 0.679
C: -2.871 -3.910 0.554
C: -1.733 -3.231 0.351
N: -1.900 -1.857 0.319
H: -8.173 0.681 5.898
H: -6.813 1.604 6.416
H: -8.325 -0.347 3.737
H: -7.257 -0.652 1.522
H: -3.826 1.615 2.827
H: -4.861 1.952 5.043
H: -3.002 -4.979 0.593
H: -0.754 -3.656 0.202

Values from the calculation:
electronic energy = -4615.14320 a.u.
gap between HOMO and LUMO (alpha / beta) = 7.49 / 5.08 eV
net charge = +3
relative energy (zero: lowest compared OMol25 entry of this formula, charge and spin) = 4.0 kcal/mol
<S²> = 6.059
lowest unoccupied orbital energy (alpha / beta) = -0.2876 / -0.3760 Eh
molecular weight = 996.22 Da
multiplicity = 5



[4]
Computed, not measured: a structure of composition C5H6ClF, with wB97M-V/def2-TZVPD.

CARTESIAN COORDINATES (ANGSTROEM)
C: -1.020 1.448 -0.125
C: -1.204 -0.056 -0.309
C: -0.409 -1.116 -0.253
C: 1.154 -1.275 -0.227
C: 1.866 -0.165 0.263
H: -1.279 1.616 1.064
H: -1.568 1.924 -0.920
H: -0.830 -2.031 -0.223
H: 1.493 -2.633 -0.419
H: 1.337 0.808 0.754
H: 2.986 0.020 0.597
F: 0.417 1.732 -0.273
Cl: -2.942 -0.272 0.070

Values from the calculation:
electronic energy = -753.99085 a.u.
gap between HOMO and LUMO = 9.38 eV
relative energy (zero: lowest compared OMol25 entry of this formula, charge and spin) = 94.6 kcal/mol
lowest unoccupied orbital energy = 0.0172 Eh
molecular weight = 120.55 Da



[5]
Computed, not measured: a structure of composition C23H35N8OPRhS, with wB97M-V/def2-TZVPD.

CARTESIAN COORDINATES (ANGSTROEM)
Rh: 0.424 0.283 -0.011
C: 4.272 -3.410 1.322
N: 3.622 -2.304 0.607
C: 4.170 -1.607 -0.432
C: 3.249 -0.677 -0.815
N: 2.157 -0.803 -0.005
C: 2.399 -1.798 0.847
P: 1.181 -2.394 2.069
C: 0.733 -0.764 2.745
N: 0.407 0.311 2.024
C: 0.100 1.314 2.899
C: 0.248 0.834 4.167
N: 0.639 -0.469 4.055
C: 0.929 -1.363 5.184
C: -0.175 -2.457 0.835
N: -0.519 -1.446 0.031
C: -1.479 -1.899 -0.835
C: -1.736 -3.199 -0.524
N: -0.917 -3.530 0.520
C: -0.856 -4.850 1.163
H: 5.293 -3.491 0.964
H: 3.750 -4.344 1.123
H: 4.287 -3.206 2.389
H: 5.154 -1.827 -0.811
H: 3.302 0.047 -1.608
H: -0.202 2.298 2.589
H: 0.107 1.310 5.123
H: 0.668 -0.844 6.101
H: 1.987 -1.610 5.203
H: 0.330 -2.267 5.107
H: -1.900 -1.291 -1.616
H: -2.423 -3.905 -0.959
H: -1.625 -5.476 0.721
H: -1.047 -4.753 2.229
H: 0.116 -5.305 0.991
C: 2.031 -0.531 -4.871
C: 1.025 0.515 -5.336
C: -0.296 0.496 -4.575
S: -0.335 1.093 -2.879
O: 0.619 0.171 -2.053
C: 0.545 2.683 -2.979
C: 1.996 2.609 -2.502
C: 2.205 2.689 -0.997
H: 2.946 -0.459 -5.457
H: 1.635 -1.539 -5.006
H: 2.288 -0.412 -3.818
H: 0.769 0.337 -6.382
H: 1.462 1.516 -5.313
H: -0.713 -0.513 -4.509
H: -1.060 1.129 -5.038
H: -0.045 3.380 -2.383
H: 0.483 3.005 -4.019
H: 2.511 3.467 -2.940
H: 2.482 1.727 -2.919
H: 1.822 3.619 -0.578
H: 3.261 2.614 -0.741
H: 1.740 1.853 -0.419
N: -4.502 4.115 0.189
C: -3.475 3.269 0.155
C: -3.657 1.872 0.054
C: -2.574 1.040 0.016
N: -1.295 1.469 0.062
C: -1.119 2.804 0.181
C: -2.135 3.714 0.229
H: -5.453 3.787 0.151
H: -4.364 5.108 0.276
H: -4.650 1.446 0.021
H: -2.733 -0.025 -0.026
H: -0.096 3.152 0.252
H: -1.903 4.766 0.332

Values from the calculation:
electronic energy = -2259.98830 a.u.
gap between HOMO and LUMO = 7.29 eV
net charge = +3
relative energy (zero: lowest compared OMol25 entry of this formula, charge and spin) = 0.0 kcal/mol
lowest unoccupied orbital energy = -0.3459 Eh
molecular weight = 605.54 Da



[6]
Computed, not measured: the ion C3H5NOP with charge -1, with wB97M-V/def2-TZVPD.

CARTESIAN COORDINATES (ANGSTROEM)
C: -0.935 0.853 -1.311
C: -0.815 -0.480 -0.448
C: 1.116 -0.304 0.972
N: -0.184 -0.305 0.815
O: -1.016 0.033 1.768
P: -0.606 0.988 -2.932
H: -1.271 1.705 -0.654
H: -1.910 -0.699 -0.288
H: -0.239 -1.279 -1.242
H: 1.408 0.004 2.033
H: 1.700 -0.698 0.169

Values from the calculation:
electronic energy = -588.51938 a.u.
gap between HOMO and LUMO = 5.51 eV
net charge = -1
relative energy (zero: lowest compared OMol25 entry of this formula, charge and spin) = 17.3 kcal/mol
lowest unoccupied orbital energy = 0.1446 Eh
molecular weight = 102.05 Da



[7]
Computed, not measured: a cluster of 15 separate species, C5H41N2O14 in total, with wB97M-V/def2-TZVPD.

CARTESIAN COORDINATES (ANGSTROEM)
C: -2.094 -0.003 1.092
C: -1.926 -0.589 -0.281
C: -0.536 -0.851 -0.764
C: 0.198 0.093 -1.373
N: 1.558 -0.046 -1.469
C: 2.322 0.784 -2.419
N: -1.206 1.197 1.298
H: -3.073 0.431 1.191
H: -1.901 -0.659 1.936
H: -2.601 -1.444 -0.356
H: -2.380 0.018 -1.077
H: -0.073 -1.774 -0.453
H: -0.147 1.047 -1.757
H: 2.018 -0.906 -1.223
H: 2.030 0.609 -3.452
H: 2.283 1.821 -2.090
H: 3.330 0.427 -2.239
H: -1.725 2.034 0.972
H: -0.296 1.015 0.853
H: -0.883 1.327 2.256
H: -2.850 2.155 -2.278
H: -1.794 3.127 -1.945
O: -2.730 2.969 -1.768
H: 3.050 -2.239 0.717
H: 1.860 -3.323 0.327
O: 2.295 -2.477 0.163
H: 1.542 0.065 1.489
H: 1.189 -1.345 1.027
O: 1.061 -0.722 1.788
H: 2.931 2.639 2.334
H: 3.049 1.081 2.007
O: 2.484 1.867 1.927
H: -3.568 2.990 -0.037
H: -4.151 2.352 1.271
O: -3.384 2.796 0.896
H: -4.427 -1.122 0.967
H: -5.473 -1.636 0.028
O: -4.866 -0.894 0.141
H: -2.750 -1.961 -2.281
H: -3.577 -1.714 -3.487
O: -3.200 -2.448 -2.982
H: -5.249 0.913 -3.024
H: -4.556 0.276 -1.865
O: -4.424 0.461 -2.807
H: 2.699 -0.919 2.669
H: 4.118 -0.510 3.301
O: 3.607 -0.643 2.501
H: 0.879 -5.564 -0.629
H: 0.034 -4.413 -1.038
O: 0.615 -4.688 -0.322
H: 4.160 -1.982 -2.063
H: 4.789 -2.461 -3.338
O: 4.303 -1.714 -2.971
H: -4.157 1.991 4.213
H: -3.000 2.700 3.550
O: -3.565 1.927 3.453
H: 3.530 4.139 3.494
H: 3.635 4.632 2.075
O: 4.005 3.966 2.669
H: 5.465 -1.043 -0.759
H: 5.545 -0.918 0.761
O: 4.947 -1.149 0.048

Values from the calculation:
electronic energy = -1377.75186 a.u.
gap between HOMO and LUMO = 8.03 eV
net charge = +1
relative energy (zero: lowest compared OMol25 entry of this formula, charge and spin) = 73.4 kcal/mol
lowest unoccupied orbital energy = -0.0836 Eh
molecular weight = 353.38 Da



[8]
Computed, not measured: a structure of composition C2H2FO2Y, with wB97M-V/def2-TZVPD.

CARTESIAN COORDINATES (ANGSTROEM)
H: 1.463 -0.173 -0.663
O: -0.252 -1.448 0.189
C: 0.307 -0.528 -0.495
C: 0.258 0.879 0.098
O: -0.638 1.159 0.907
F: -0.158 -0.421 -1.850
H: 1.188 1.484 0.137
Y: -2.168 -0.952 1.677

Values from the calculation:
electronic energy = -365.93013 a.u.
gap between HOMO and LUMO (alpha / beta) = 6.13 / 6.13 eV
relative energy (zero: lowest compared OMol25 entry of this formula, charge and spin) = 16.2 kcal/mol
lowest unoccupied orbital energy (alpha / beta) = -0.0170 / -0.0170 Eh
molecular weight = 165.94 Da



Q: Among the records above, which one has the highest molecular weight?
A: C53H51F9I2O3S



Q: Which of these has the lowest relative energy (zero: lowest compared OMol25 entry of this formula, charge and spin)?
A: C23H35N8OPRhS



Q: Which value of relative energy (zero: lowest compared OMol25 entry of this formula, charge and spin) does entry 7 give?
A: 73.4 kcal/mol